{
  "formula": "C4H12S2",
  "method": "ωB97M-V/def2-TZVPD",
  "total_charge": 0,
  "e_above_lowest_kj_mol": 137.7,
  "multiplicity": 1,
  "mol_weight_g_mol": 124.3,
  "homo_ev": -8.9,
  "smiles": "CCS.CCS",
  "energy_ev": -26011.69061,
  "symbols": ["C", "C", "S", "H", "H", "H", "H", "H", "H", "C", "C", "S", "H", "H", "H", "H", "H", "H"],
  "xyz": [[-2.7903, -0.0707, -0.6505], [-2.1500, -1.3761, -1.1797], [-1.2764, -2.3659, 0.1430], [-3.3319, 0.4114, -1.5270], [-1.8979, 0.5209, -0.5100], [-3.3019, -0.2425, 0.3165], [-2.7483, -2.0999, -1.7089], [-1.4220, -1.0583, -1.9147], [-1.9085, -3.5340, 0.1519], [2.9066, 2.4826, 1.4078], [2.6119, 1.2934, 0.4564], [0.9283, 1.1622, -0.0848], [2.5121, 2.6125, 2.3257], [2.8212, 3.5046, 1.0404], [4.0150, 2.2890, 1.5632], [3.0542, 1.3825, -0.5384], [3.0678, 0.4566, 1.0278], [1.2397, 1.0409, -1.3625]],
  "forces_ev_per_angstrom": [[0.309, -0.908, -1.105], [0.126, -0.483, 0.431], [0.459, 1.031, -0.131], [0.080, -0.550, 1.487], [-0.077, 0.686, 0.594], [-0.145, 0.446, -0.875], [-0.762, 0.043, 0.026], [0.514, -0.205, -0.024], [-0.497, -0.055, -0.383], [3.803, -0.084, -3.450], [0.500, 0.731, 1.080], [-1.371, -0.382, 0.490], [-1.928, -0.885, 3.156], [-0.026, -0.156, -0.931], [-0.997, 0.754, 0.200], [1.004, 0.268, 0.768], [-0.834, -0.157, -0.873], [-0.156, -0.094, -0.461]],
  "lowdin_charge": [-0.169, -0.593, 0.639, 0.094, 0.003, 0.072, 0.047, 0.045, -0.187, -0.167, -0.643, 0.708, 0.017, 0.067, 0.090, 0.049, 0.079, -0.150]
}

***

{
  "formula": "C4H12S2",
  "method": "ωB97M-V/def2-TZVPD",
  "total_charge": 0,
  "e_above_lowest_kj_mol": 120.2,
  "multiplicity": 1,
  "mol_weight_g_mol": 124.3,
  "homo_ev": -8.4,
  "smiles": "CSC.CSC",
  "energy_ev": -26011.87249,
  "symbols": ["C", "S", "C", "H", "H", "H", "H", "H", "H", "C", "S", "C", "H", "H", "H", "H", "H", "H"],
  "xyz": [[-2.3104, -0.2839, 1.6026], [-0.6923, 0.0257, 2.4713], [-0.2860, 1.7282, 1.7545], [-2.9217, -1.0676, 2.0752], [-2.7637, 0.6588, 1.9186], [-2.1625, -0.5174, 0.5303], [-0.5404, 1.7966, 0.6754], [0.7812, 1.7601, 1.8070], [-0.6294, 2.6094, 2.3502], [0.9907, 0.4562, -2.3219], [2.1452, -0.1115, -0.8606], [1.5361, -1.9073, -1.0194], [1.3230, -0.2102, -3.1486], [-0.0887, 0.3018, -2.1946], [1.3329, 1.4633, -2.6424], [1.9314, -2.3881, -0.0658], [1.9143, -2.4323, -1.8858], [0.4404, -1.8818, -1.0461]],
  "forces_ev_per_angstrom": [[0.584, 0.397, 0.902], [-0.154, 0.618, -0.883], [-0.526, -0.485, 0.248], [0.655, 0.068, -0.023], [-0.646, -0.130, -1.167], [-0.256, 0.590, 0.630], [-0.115, -0.089, 0.801], [0.773, -0.061, -0.042], [-0.294, -0.948, -0.494], [2.233, -0.598, -0.215], [-2.291, -0.947, -1.948], [0.815, 0.875, 2.005], [-0.342, 0.364, 0.467], [0.442, 0.392, 0.478], [-0.704, -0.473, 0.520], [-0.781, 0.363, -1.303], [0.267, 0.168, -0.219], [0.339, -0.102, 0.245]],
  "lowdin_charge": [-0.416, 0.663, -0.402, 0.029, 0.012, 0.031, 0.036, -0.012, 0.041, -0.376, 0.644, -0.402, 0.022, 0.026, 0.025, 0.043, 0.018, 0.019]
}

***

| no. | LUMO (eV) |
| --- | --- |
| 1 | 0.8379 |
| 2 | 0.8759 |